{
  "formula": "C36H46N7O9PS2W",
  "method": "ωB97M-V/def2-TZVPD",
  "elements": ["W", "O", "C", "C", "C", "C", "C", "C", "C", "N", "N", "C", "O", "C", "C", "C", "C", "C", "C", "H", "H", "H", "H", "H", "H", "H", "H", "H", "H", "N", "C", "C", "C", "C", "N", "C", "N", "N", "C", "O", "O", "H", "H", "H", "H", "H", "H", "H", "H", "H", "H", "H", "H", "H", "H", "C", "C", "C", "C", "C", "C", "H", "H", "H", "H", "H", "H", "H", "H", "H", "C", "O", "P", "O", "C", "O", "C", "H", "H", "H", "H", "H", "H", "H", "H", "H", "O", "S", "O", "N", "C", "S", "C", "C", "C", "C", "C", "C", "H", "H", "H", "H"],
  "coordinates": [[-0.540, -0.688, -0.176], [-1.029, -1.697, -1.689], [-1.992, -2.022, -2.552], [-1.684, -2.693, -3.730], [-2.695, -3.028, -4.603], [-4.030, -2.733, -4.303], [-4.342, -2.089, -3.130], [-3.329, -1.722, -2.234], [-3.639, -1.096, -0.992], [-2.727, -0.698, -0.162], [-3.186, -0.444, 1.125], [-2.342, -0.947, 1.960], [-1.251, -1.568, 1.503], [-2.614, -0.933, 3.399], [-2.107, -1.966, 4.189], [-2.439, -2.036, 5.531], [-3.267, -1.071, 6.089], [-3.739, -0.023, 5.309], [-3.419, 0.052, 3.965], [-0.645, -2.885, -3.962], [-2.455, -3.516, -5.538], [-4.812, -2.997, -5.000], [-5.365, -1.825, -2.893], [-4.674, -1.051, -0.667], [-1.482, -2.722, 3.729], [-2.066, -2.850, 6.138], [-3.553, -1.140, 7.130], [-4.376, 0.732, 5.750], [-3.784, 0.863, 3.350], [1.283, -0.771, 1.599], [0.848, -0.016, 2.789], [2.006, 0.538, 3.648], [3.016, 1.524, 3.002], [3.188, 2.835, 3.800], [2.022, 3.711, 3.790], [1.831, 4.787, 3.032], [2.857, 5.474, 2.531], [0.591, 5.248, 2.875], [-0.187, 1.021, 2.339], [-0.539, 1.929, 3.057], [-0.676, 0.800, 1.153], [1.518, -1.716, 1.891], [2.128, -0.354, 1.218], [0.291, -0.712, 3.422], [2.552, -0.339, 3.996], [1.564, 0.995, 4.535], [2.731, 1.772, 1.977], [4.004, 1.064, 2.973], [4.049, 3.380, 3.418], [3.396, 2.596, 4.843], [1.168, 3.260, 4.096], [3.797, 5.129, 2.596], [2.696, 6.246, 1.911], [-0.185, 4.635, 3.080], [0.418, 6.088, 2.354], [4.583, -0.270, -2.434], [3.189, -0.038, -3.034], [2.952, -0.989, -4.222], [3.047, 1.414, -3.520], [2.160, -0.299, -2.024], [1.306, -0.494, -1.182], [5.334, -0.206, -3.221], [4.646, -1.256, -1.972], [4.810, 0.484, -1.679], [3.597, -0.701, -5.052], [1.913, -0.933, -4.551], [3.182, -2.021, -3.955], [3.803, 1.618, -4.278], [3.176, 2.118, -2.697], [2.062, 1.574, -3.961], [2.080, -3.867, -1.713], [1.632, -3.872, -0.345], [0.252, -3.259, 0.144], [-0.750, -4.321, -0.522], [-2.170, -4.321, -0.299], [0.341, -3.649, 1.688], [0.469, -5.022, 2.121], [3.131, -4.142, -1.687], [1.960, -2.879, -2.154], [1.527, -4.609, -2.288], [-2.655, -4.532, -1.249], [-2.519, -3.364, 0.086], [-2.415, -5.104, 0.418], [-0.166, -5.135, 2.997], [1.505, -5.222, 2.381], [0.148, -5.708, 1.340], [-1.359, 0.421, -3.739], [-1.863, 1.318, -2.742], [-3.244, 1.237, -2.379], [-0.854, 1.185, -1.368], [-0.044, 2.291, -1.329], [1.266, 2.480, -0.341], [-0.391, 3.334, -2.308], [0.193, 4.582, -2.468], [-0.316, 5.434, -3.438], [-1.406, 5.067, -4.220], [-1.988, 3.814, -4.075], [-1.438, 2.974, -3.133], [1.022, 4.876, -1.839], [0.140, 6.403, -3.591], [-1.800, 5.757, -4.953], [-2.832, 3.501, -4.675]],
  "de_lowest_kcal_mol": 0.0,
  "max_force_ev_per_a": 1.81,
  "e_homo_ev": -12.728,
  "e_lumo_ev": -6.87,
  "gap_ev": 5.86,
  "charge": 2,
  "e_tot_ev": -99710.4928
}